Record 1
52
Properties=species:S:1:pos:R:3 method="wB97M-V/def2-TZVPD" spin_multiplicity=5 orbital_gap_ev="6.3 / 4.8" relative_energy_kj_mol=54.1
O 6.002 0.988 1.103
C 5.091 1.709 1.065
Fe 3.724 2.791 1.518
C 4.957 3.907 2.048
O 5.769 4.514 2.614
C 3.675 2.265 3.213
O 3.720 1.885 4.310
C 2.067 1.530 0.727
C 0.923 1.945 1.579
C 0.868 3.465 1.872
C 2.245 4.077 1.892
C 2.880 4.473 0.667
C 2.817 3.655 -0.459
C 2.740 2.253 -0.270
H 2.280 0.454 0.775
H -0.045 1.619 1.157
H 0.983 1.405 2.545
H 0.231 3.965 1.119
H 0.405 3.616 2.864
H 2.420 4.689 2.786
H 3.393 5.439 0.628
H 3.156 4.028 -1.432
H 3.257 1.650 -1.031
C -1.400 -6.940 0.373
C -1.984 -5.935 -0.503
C -2.873 -6.039 -1.560
C -3.095 -4.711 -2.015
C -2.341 -3.867 -1.222
B -2.285 -2.266 -1.248
O -0.878 -1.896 -1.505
C -0.782 -0.492 -1.519
C -2.177 0.177 -1.279
C -2.091 1.683 -1.299
C -2.728 -0.376 0.076
O -2.786 -1.785 0.062
C -3.128 -0.369 -2.392
O -3.174 -1.783 -2.352
O -1.646 -4.612 -0.311
H -1.764 -7.916 0.039
H -0.304 -6.942 0.313
H -1.700 -6.811 1.422
H -3.316 -6.955 -1.936
H -3.733 -4.379 -2.821
H -0.076 -0.165 -0.731
H -0.389 -0.151 -2.497
H -3.082 2.123 -1.138
H -1.416 2.043 -0.512
H -1.708 2.021 -2.269
H -2.071 -0.053 0.906
H -3.735 0.053 0.250
H -4.139 0.056 -2.241
H -2.759 -0.035 -3.380

***

Record 2
57
Properties=species:S:1:pos:R:3 method="wB97M-V/def2-TZVPD" spin_multiplicity=2 orbital_gap_ev="7.2 / 5.1" relative_energy_kj_mol=116.1 total_charge=+2
Ir -0.218 0.031 -1.130
N -0.668 1.649 -2.501
C -1.570 1.173 -3.583
C -1.140 -0.223 -3.948
N -1.152 -1.005 -2.681
H -1.060 2.476 -2.063
H 0.244 1.904 -2.881
H -1.538 1.847 -4.438
H -2.586 1.165 -3.185
H -0.119 -0.240 -4.328
H -1.807 -0.679 -4.678
H -0.679 -1.901 -2.791
H -2.107 -1.206 -2.382
Br 3.763 -0.555 -4.175
C 3.761 -0.199 -2.336
C 4.980 -0.101 -1.635
C 5.003 0.160 -0.294
Br 6.652 0.258 0.605
C 3.791 0.345 0.423
C 3.683 0.595 1.805
C 2.445 0.726 2.380
C 1.300 0.637 1.581
N 1.372 0.430 0.283
C 2.589 0.254 -0.306
C 2.566 -0.028 -1.684
O 1.374 -0.067 -2.290
H 5.904 -0.244 -2.177
H 4.581 0.672 2.403
H 2.335 0.904 3.440
H 0.313 0.741 2.012
Br 1.506 3.547 -0.631
C -0.048 3.266 0.402
C -0.437 4.241 1.311
C -1.601 4.040 2.033
C -2.346 2.887 1.811
C -1.873 1.977 0.888
N -0.732 2.149 0.214
C -2.646 0.726 0.574
O -3.663 0.451 1.153
O -2.115 -0.055 -0.349
H 0.163 5.132 1.434
H -1.928 4.778 2.752
H -3.277 2.682 2.320
C -3.286 -2.723 1.904
N -2.151 -2.266 1.095
C -0.912 -2.702 1.037
S 0.213 -2.157 -0.216
N -0.364 -3.627 1.814
C -0.911 -4.368 2.955
H -4.187 -2.408 1.385
H -3.284 -2.268 2.892
H -3.298 -3.805 1.983
H -2.344 -1.492 0.467
H 0.587 -3.857 1.565
H -1.576 -3.744 3.540
H -0.074 -4.650 3.588
H -1.427 -5.271 2.633

***

Record 3
48
Properties=species:S:1:pos:R:3 method="wB97M-V/def2-TZVPD" smiles=CN(C)CCC[C@@](O)(c1ccc(Br)cc1)c1ccc(C#N)cc1CO orbital_gap_ev=8.3 relative_energy_kj_mol=160.6
C 1.042 -3.871 -2.177
N 1.243 -2.561 -1.535
C 2.655 -2.355 -1.087
C 0.543 -1.447 -2.186
C 0.438 -0.165 -1.333
C -0.324 -0.401 -0.053
C -0.771 0.910 0.634
O 0.405 1.720 0.787
C -1.731 1.768 -0.171
C -1.887 3.139 0.149
C -2.877 3.921 -0.419
C -3.701 3.419 -1.368
Br -4.980 4.587 -2.169
C -3.612 2.087 -1.732
C -2.646 1.254 -1.130
C -1.402 0.501 2.007
C -2.645 -0.162 1.902
C -3.281 -0.621 3.029
C -2.741 -0.438 4.294
C -3.454 -0.848 5.446
N -3.902 -1.172 6.470
C -1.479 0.145 4.407
C -0.785 0.653 3.284
C 0.555 1.256 3.582
O 1.507 0.410 2.925
H 1.435 -4.611 -1.495
H -0.030 -4.068 -2.340
H 1.575 -3.953 -3.145
H 2.704 -1.413 -0.518
H 2.981 -3.140 -0.445
H 3.327 -2.251 -1.970
H -0.469 -1.756 -2.493
H 1.050 -1.191 -3.127
H -0.059 0.581 -1.937
H 1.424 0.203 -1.089
H -1.168 -1.071 -0.226
H 0.318 -0.937 0.646
H 0.963 1.242 1.454
H -1.324 3.605 0.946
H -2.924 4.973 -0.148
H -4.353 1.706 -2.429
H -2.624 0.218 -1.409
H -3.123 -0.407 0.955
H -4.266 -1.130 2.988
H -1.076 0.292 5.403
H 0.778 1.311 4.673
H 0.582 2.290 3.172
H 1.469 -0.502 3.268

***

Record 4
70
Properties=species:S:1:pos:R:3 method="wB97M-V/def2-TZVPD" orbital_gap_ev=7.7
H 4.354 -2.161 -0.497
N 3.377 -2.225 -0.781
C 2.686 -1.390 -0.119
C 3.331 -0.471 0.933
C 1.196 -1.246 -0.255
P 0.446 -2.150 -1.710
C -1.103 -1.136 -2.075
C -2.022 -1.259 -0.879
C -1.945 -0.396 0.205
C -2.764 -0.544 1.304
C -3.683 -1.566 1.336
C -3.796 -2.453 0.275
C -4.762 -3.623 0.265
C -2.966 -2.275 -0.810
N -0.171 -3.663 -1.173
C 0.498 -4.817 -1.784
C -0.031 -6.098 -1.080
C -0.124 -7.328 -2.008
H 2.890 0.526 0.798
H 4.417 -0.457 0.839
H 3.000 -0.824 1.917
H 0.837 -0.207 -0.294
H 0.739 -1.683 0.653
H -1.598 -1.523 -2.968
H -0.786 -0.096 -2.191
H -1.199 0.396 0.195
H -2.680 0.112 2.167
H -4.310 -1.682 2.219
H -4.634 -4.190 -0.659
H -4.472 -4.293 1.088
H -5.798 -3.325 0.447
H -2.992 -2.959 -1.658
H -0.186 -3.739 -0.160
H 0.262 -4.912 -2.849
H 1.595 -4.791 -1.707
H 0.511 -6.290 -0.148
H -1.060 -5.845 -0.784
H 0.750 -7.972 -1.873
H -0.308 -7.076 -3.055
H -0.991 -7.918 -1.683
Cl 2.855 -0.424 6.982
C 2.969 -0.288 5.225
Cl 2.379 1.300 4.718
Cl 4.654 -0.478 4.725
Cl 1.983 -1.551 4.474
Cl -6.067 2.323 -1.979
C -4.335 2.604 -1.736
Cl -4.105 3.784 -0.439
Cl -3.539 1.086 -1.282
Cl -3.622 3.227 -3.234
Cl 3.521 3.095 -1.053
C 1.821 2.780 -1.402
Cl 0.884 2.909 0.098
Cl 1.226 3.964 -2.570
Cl 1.642 1.150 -2.060
Cl 4.540 5.437 0.429
C 3.780 5.827 1.975
Cl 2.264 6.690 1.677
Cl 3.436 4.335 2.864
Cl 4.863 6.849 2.929
Cl 3.751 7.258 -2.551
C 5.005 6.401 -3.452
Cl 6.062 7.569 -4.252
Cl 5.963 5.408 -2.340
Cl 4.252 5.358 -4.663
Cl -5.122 5.993 4.650
C -4.538 5.387 3.094
Cl -5.405 6.200 1.784
Cl -2.806 5.714 2.945
Cl -4.818 3.643 2.999

***

Record 5
51
Properties=species:S:1:pos:R:3 method="wB97M-V/def2-TZVPD" smiles="CCOc1ccc(C(=O)CN2CCN(S(=O)(=O)c3ccc(Cl)cc3)CC2)cc1" orbital_gap_ev=8.2 relative_energy_kj_mol=1596.5
C 3.668 -3.695 -5.187
C 3.971 -2.363 -4.252
O 3.360 -2.481 -3.087
C 2.205 -2.138 -3.043
C 1.266 -1.884 -4.054
C -0.044 -1.747 -3.764
C -0.694 -1.634 -2.611
C -1.930 -1.318 -2.344
O -2.984 -1.308 -3.260
C -2.577 -1.114 -0.983
N -1.655 -0.613 -0.102
C -1.360 0.852 -0.505
C -0.301 1.448 0.174
N -0.673 1.644 1.620
S -1.635 2.621 2.208
O -2.890 2.332 2.319
O -1.473 3.716 1.340
C -0.915 2.935 3.780
C -1.552 2.513 4.968
C -0.977 3.090 6.012
C 0.420 3.393 6.259
Cl 1.133 3.625 7.677
C 1.317 3.620 5.071
C 0.350 3.507 3.793
C -0.747 0.198 2.079
C -1.950 -0.479 1.287
C 0.127 -2.147 -1.603
C 1.496 -2.441 -1.716
H 2.556 -3.605 -5.553
H 3.928 -4.667 -4.861
H 4.210 -3.505 -6.209
H 4.941 -2.301 -4.030
H 3.839 -1.487 -4.731
H 1.655 -1.641 -4.932
H -0.745 -1.104 -4.449
H -3.474 -0.802 -0.959
H -2.775 -2.198 -0.608
H -1.383 0.596 -1.675
H -2.367 1.417 -0.492
H -0.358 2.456 -0.216
H 0.617 0.891 0.116
H -2.542 2.337 4.905
H -1.322 2.742 7.005
H 2.171 3.953 5.145
H 1.026 3.526 2.874
H -1.217 0.076 3.264
H -0.015 -0.422 1.980
H -2.357 -1.472 1.657
H -2.925 0.267 1.427
H -0.334 -2.327 -0.679
H 1.913 -2.861 -1.055

***

Record 6
55
Properties=species:S:1:pos:R:3 method="wB97M-V/def2-TZVPD" smiles="O=C(NCCCN1CCOCC1)c1ccccc1NS(=O)(=O)c1cc([N+](=O)[O-])ccc1Cl" orbital_gap_ev=8.2 relative_energy_kj_mol=444.7
O -1.564 -0.730 -1.287
C -0.347 -0.610 -1.163
N 0.299 0.557 -1.290
C -0.418 1.812 -1.374
C 0.331 2.923 -0.637
C 0.903 2.450 0.702
N 2.065 1.583 0.517
C 2.282 0.697 1.655
C 3.426 -0.264 1.333
O 4.615 0.426 1.015
C 4.405 1.305 -0.062
C 3.294 2.311 0.244
C 0.535 -1.790 -0.955
C 1.777 -1.863 -1.581
C 2.566 -2.993 -1.474
C 2.113 -4.074 -0.734
C 0.888 -4.016 -0.101
C 0.088 -2.880 -0.205
N -1.144 -2.849 0.446
S -1.687 -1.570 1.373
O -0.658 -0.581 1.499
O -2.191 -2.174 2.572
C -3.118 -0.808 0.592
C -3.200 0.566 0.625
C -4.313 1.192 0.079
N -4.368 2.633 0.049
O -5.411 3.148 -0.287
O -3.361 3.237 0.351
C -5.358 0.449 -0.464
C -5.286 -0.929 -0.457
C -4.163 -1.558 0.076
Cl -4.070 -3.253 0.102
H 1.227 0.651 -0.870
H -1.413 1.668 -0.947
H -0.548 2.085 -2.428
H 1.138 3.299 -1.267
H -0.364 3.743 -0.456
H 1.156 3.321 1.326
H 0.144 1.866 1.225
H 1.369 0.128 1.836
H 2.538 1.272 2.560
H 3.658 -0.886 2.198
H 3.133 -0.910 0.491
H 5.354 1.818 -0.230
H 4.135 0.733 -0.964
H 3.152 2.966 -0.618
H 3.593 2.928 1.108
H 2.107 -1.032 -2.186
H 3.524 -3.036 -1.968
H 2.718 -4.964 -0.647
H 0.534 -4.857 0.479
H -1.398 -3.719 0.892
H -2.395 1.137 1.060
H -6.207 0.964 -0.886
H -6.085 -1.526 -0.868

***

Record 7
56
Properties=species:S:1:pos:R:3 method="wB97M-V/def2-TZVPD" spin_multiplicity=5 orbital_gap_ev="7.3 / 5.1" relative_energy_kj_mol=79.3 total_charge=-1
Co -0.184 0.087 1.178
C -2.777 3.793 -0.831
Si -2.218 2.350 0.178
C -3.260 0.901 -0.281
C -2.468 2.766 1.962
N -0.574 1.795 -0.008
C 0.428 2.163 -0.807
C 0.412 3.394 -1.492
C 1.420 3.755 -2.335
C 2.486 2.871 -2.572
C 2.570 1.653 -1.917
C 1.585 1.315 -1.001
O 1.611 0.159 -0.283
C 2.643 -0.700 -0.002
C 2.251 -1.810 0.789
C 3.179 -2.767 1.142
C 4.517 -2.637 0.753
C 4.902 -1.556 -0.029
C 3.982 -0.554 -0.385
H -3.857 3.849 -0.789
H -2.495 3.675 -1.881
H -2.355 4.736 -0.486
H -4.316 1.133 -0.283
H -3.104 0.079 0.422
H -2.933 0.513 -1.252
H -3.494 3.119 2.125
H -1.756 3.541 2.266
H -2.199 1.885 2.573
H -0.424 4.047 -1.289
H 1.444 4.721 -2.834
H 3.253 3.140 -3.274
H 3.377 0.985 -2.195
H 1.217 -1.912 1.093
H 2.877 -3.606 1.775
H 5.239 -3.405 1.044
H 5.947 -1.407 -0.326
H 4.348 0.340 -0.873
O -1.084 0.071 3.053
S 0.167 0.106 3.952
O 0.654 -1.244 4.190
O -0.060 0.902 5.147
S 1.443 1.044 2.691
C -1.980 -4.447 0.835
N -1.789 -3.407 -0.164
C -2.008 -3.606 -1.492
C -1.654 -2.682 -2.410
C -1.088 -1.405 -1.970
O -0.829 -0.497 -2.758
N -0.874 -1.285 -0.624
C -1.091 -2.297 0.231
O -0.697 -2.210 1.411
H -2.407 -5.325 0.361
H -2.706 -4.095 1.586
H -1.043 -4.667 1.332
H -2.483 -4.545 -1.759
H -1.745 -2.822 -3.484

***

Record 8
55
Properties=species:S:1:pos:R:3 method="wB97M-V/def2-TZVPD" orbital_gap_ev=6.9 relative_energy_kj_mol=66.9 total_charge=+1
Rh 0.706 1.244 -0.784
F 4.725 5.447 -1.918
C 4.175 5.081 -0.751
F 3.003 5.714 -0.635
F 4.980 5.529 0.226
C 4.030 3.584 -0.675
C 5.171 2.813 -0.499
C 5.087 1.430 -0.431
C 3.845 0.841 -0.562
N 2.762 1.585 -0.767
C 2.810 2.925 -0.795
S 1.165 3.510 -0.951
H 6.130 3.307 -0.403
H 5.966 0.821 -0.281
H 3.694 -0.230 -0.522
C -4.023 -2.378 0.752
C -4.011 -1.889 -0.688
N -3.445 -0.537 -0.841
C -4.389 0.575 -0.981
C -4.803 1.174 0.356
C -2.124 -0.367 -0.828
S -1.557 1.277 -1.031
N -1.405 -1.475 -0.680
C -0.107 -1.643 -0.880
O 0.769 -0.762 -1.161
C 0.382 -3.042 -0.788
C -0.504 -4.097 -0.572
C -0.030 -5.394 -0.482
C 1.328 -5.649 -0.610
C 2.216 -4.604 -0.829
C 1.745 -3.305 -0.918
H -4.450 -3.380 0.793
H -4.627 -1.731 1.388
H -3.010 -2.420 1.150
H -5.025 -1.843 -1.083
H -3.440 -2.569 -1.318
H -5.257 0.186 -1.510
H -3.951 1.335 -1.626
H -5.354 0.454 0.959
H -5.446 2.039 0.192
H -3.927 1.498 0.918
H -1.559 -3.888 -0.476
H -0.721 -6.210 -0.317
H 1.696 -6.664 -0.542
H 3.274 -4.804 -0.934
H 2.427 -2.486 -1.101
C 0.689 1.779 3.481
C 0.231 1.945 2.067
N -0.797 2.725 1.809
O 0.870 1.302 1.195
H 0.054 2.311 4.185
H 1.710 2.148 3.560
H 0.697 0.717 3.722
H -1.248 3.232 2.551
H -1.128 2.842 0.863

***

Please write out number 2 again, unchanged.
57
Properties=species:S:1:pos:R:3 method="wB97M-V/def2-TZVPD" spin_multiplicity=2 orbital_gap_ev="7.2 / 5.1" relative_energy_kj_mol=116.1 total_charge=+2
Ir -0.218 0.031 -1.130
N -0.668 1.649 -2.501
C -1.570 1.173 -3.583
C -1.140 -0.223 -3.948
N -1.152 -1.005 -2.681
H -1.060 2.476 -2.063
H 0.244 1.904 -2.881
H -1.538 1.847 -4.438
H -2.586 1.165 -3.185
H -0.119 -0.240 -4.328
H -1.807 -0.679 -4.678
H -0.679 -1.901 -2.791
H -2.107 -1.206 -2.382
Br 3.763 -0.555 -4.175
C 3.761 -0.199 -2.336
C 4.980 -0.101 -1.635
C 5.003 0.160 -0.294
Br 6.652 0.258 0.605
C 3.791 0.345 0.423
C 3.683 0.595 1.805
C 2.445 0.726 2.380
C 1.300 0.637 1.581
N 1.372 0.430 0.283
C 2.589 0.254 -0.306
C 2.566 -0.028 -1.684
O 1.374 -0.067 -2.290
H 5.904 -0.244 -2.177
H 4.581 0.672 2.403
H 2.335 0.904 3.440
H 0.313 0.741 2.012
Br 1.506 3.547 -0.631
C -0.048 3.266 0.402
C -0.437 4.241 1.311
C -1.601 4.040 2.033
C -2.346 2.887 1.811
C -1.873 1.977 0.888
N -0.732 2.149 0.214
C -2.646 0.726 0.574
O -3.663 0.451 1.153
O -2.115 -0.055 -0.349
H 0.163 5.132 1.434
H -1.928 4.778 2.752
H -3.277 2.682 2.320
C -3.286 -2.723 1.904
N -2.151 -2.266 1.095
C -0.912 -2.702 1.037
S 0.213 -2.157 -0.216
N -0.364 -3.627 1.814
C -0.911 -4.368 2.955
H -4.187 -2.408 1.385
H -3.284 -2.268 2.892
H -3.298 -3.805 1.983
H -2.344 -1.492 0.467
H 0.587 -3.857 1.565
H -1.576 -3.744 3.540
H -0.074 -4.650 3.588
H -1.427 -5.271 2.633